45
Properties=species:S:1:pos:R:3:nbo_charge:R:1 method="wB97M-V/def2-TZVPD" smiles=CC1(C)CCCC(C)(C)N1O.CCO.O.O e_above_lowest_kcal_mol=0.0 homo_energy_ev=-8.610 mol_weight_g_mol=239.36 gap_ev=8.92 energy_ev=-21556.5061
C 5.16162 3.03899 -25.78231 -0.603
C 6.45467 2.23955 -25.78475 0.106
C 7.62309 3.21284 -25.55975 -0.638
C 6.38473 1.25466 -24.60946 -0.400
C 7.40519 0.12041 -24.72731 -0.409
C 7.34054 -0.56442 -26.07450 -0.399
C 7.45034 0.39215 -27.25768 0.111
C 8.91177 0.84140 -27.42965 -0.643
C 7.00826 -0.34191 -28.51226 -0.604
N 6.52055 1.49630 -27.03739 -0.182
O 6.48598 2.35996 -28.14191 -0.564
H 5.16473 3.81824 -26.55061 0.221
H 4.30916 2.39540 -25.99277 0.224
H 5.05065 3.56239 -24.82977 0.201
H 8.50746 2.69530 -25.18562 0.205
H 7.94774 3.68265 -26.49588 0.196
H 7.32478 4.01836 -24.89354 0.220
H 6.65523 1.82701 -23.71683 0.212
H 5.38000 0.85620 -24.46289 0.205
H 8.41642 0.52025 -24.58767 0.198
H 7.30527 -0.61022 -23.92110 0.217
H 6.39943 -1.11782 -26.17887 0.200
H 8.14634 -1.29854 -26.14829 0.216
H 9.49743 0.01562 -27.84205 0.219
H 9.35416 1.17110 -26.49400 0.206
H 8.99420 1.62993 -28.18401 0.200
H 7.25572 0.23379 -29.40486 0.218
H 5.92984 -0.49362 -28.49662 0.226
H 7.51485 -1.30658 -28.57802 0.204
H 7.32733 2.84488 -28.16523 0.435
C 3.10808 -0.76605 -27.08033 -0.628
C 2.29828 -1.74277 -26.23698 -0.061
O 2.00868 -1.25512 -24.94411 -0.743
H 2.57173 0.16686 -27.24704 0.210
H 3.36362 -1.21871 -28.04100 0.205
H 4.04579 -0.51528 -26.57277 0.188
H 2.82362 -2.70256 -26.18656 0.157
H 1.34056 -1.93039 -26.72836 0.167
H 2.81091 -1.34918 -24.41388 0.490
O 4.68473 -1.81888 -24.02948 -0.968
H 5.16460 -1.18349 -24.56925 0.472
H 5.16668 -1.83803 -23.19236 0.499
O 5.63179 -1.15271 -21.35033 -0.952
H 5.43160 -0.25438 -21.07258 0.483
H 5.02285 -1.70661 -20.85224 0.480



57
Properties=species:S:1:pos:R:3:nbo_charge:R:1 method="wB97M-V/def2-TZVPD" e_above_lowest_kcal_mol=0.0 homo_energy_ev=-8.786 mol_weight_g_mol=556.76 gap_ev=8.56 energy_ev=-103847.4747
Rb -0.22229 -0.85120 -0.38821 0.935
As -1.83950 -2.64499 2.95790 2.829
F -0.86453 -1.18847 2.92044 -0.648
F -3.23004 -1.57565 2.99407 -0.637
F -2.86218 -4.03177 3.01290 -0.608
F -0.36213 -3.63909 2.93820 -0.640
F -1.69794 -2.64805 4.69949 -0.623
F -1.75022 -2.66547 1.17944 -0.657
C 1.09804 -2.08476 -4.31177 -0.616
C 0.45581 -0.70259 -4.28083 -0.068
C -1.05895 -0.75016 -4.15473 -0.066
O -1.42973 -1.31904 -2.89409 -0.564
C -2.84570 -1.38887 -2.79153 -0.262
N 1.16599 0.05884 -3.23259 -0.868
H 0.66154 -2.70466 -5.10048 0.216
H 0.84045 -2.66171 -3.42206 0.222
H 2.16773 -2.00915 -4.49045 0.211
H 0.69233 -0.20242 -5.22797 0.177
H -1.44614 -1.39012 -4.95717 0.176
H -1.58740 0.19387 -4.31875 0.177
H -3.37233 -0.45441 -3.00631 0.172
H -3.22952 -1.72851 -1.82963 0.213
H -3.16126 -2.14483 -3.52080 0.170
H 1.08154 1.06555 -3.29593 0.364
H 2.15510 -0.13699 -3.18557 0.366
C 0.94376 4.44545 2.55433 -0.251
O 0.26549 3.34135 2.00323 -0.536
C 0.58861 2.12674 2.64765 -0.084
C 1.82289 1.43297 2.07000 -0.248
N 1.79881 1.31231 0.63570 -0.666
C 2.96626 0.71944 0.00857 -0.228
C 3.33049 -0.64925 0.64175 -0.073
O 2.30299 -1.59059 0.53778 -0.559
C 2.65749 -2.77773 1.23102 -0.258
H 2.02478 4.29573 2.45220 0.164
H 0.79030 4.56999 3.63617 0.165
H 0.55540 5.35979 2.11125 0.192
H -0.27054 1.45575 2.53641 0.207
H 0.62441 2.13419 3.74165 0.183
H 2.06424 0.52715 2.62171 0.212
H 2.63309 2.10680 2.41301 0.143
H 1.37989 2.07809 0.13587 0.390
H 3.80576 1.43128 0.02924 0.174
H 2.81630 0.61276 -1.07015 0.190
H 3.58074 -0.40746 1.68252 0.167
H 4.28210 -1.01393 0.23508 0.173
H 1.81978 -3.47050 1.16551 0.216
H 2.81054 -2.59339 2.29725 0.184
H 3.54480 -3.27901 0.83579 0.167
C -3.15461 1.65998 0.61962 0.788
O -2.13132 1.12543 0.19347 -0.724
N -3.77219 1.29226 1.78794 -0.837
N -3.69071 2.75740 0.02384 -0.839
H -3.29216 0.61973 2.36561 0.444
H -4.62324 1.75262 2.02568 0.384
H -3.27069 3.10898 -0.81522 0.406
H -4.56216 3.12033 0.35195 0.385



46
Properties=species:S:1:pos:R:3:mulliken_spin:R:1 method="wB97M-V/def2-TZVPD" spin_multiplicity=5 s2=6.270 homo_energy_ev="-8.123 / -8.712" mol_weight_g_mol=453.03 gap_ev="6.74 / 7.34" energy_ev=-90722.9277
Co -0.64212 -0.12933 -0.89184 2.966
Cl -1.32768 1.79595 -1.90313 0.086
C -2.50359 -0.47822 -0.24099 0.412
H -2.55921 -1.03234 0.71143 -0.052
H -2.93392 -1.10805 -1.04109 0.018
H -3.10488 0.44682 -0.14439 0.000
Ce -0.18118 0.17493 -3.66089 0.556
C 2.02516 0.57438 -4.27652 -0.024
C -1.51746 -0.21033 -5.54896 -0.033
C -0.24652 -1.64433 -2.21010 -0.311
H -1.90178 -1.24059 -5.56121 0.000
H -2.35159 0.49696 -5.49788 -0.001
H -0.93059 -0.02121 -6.46090 0.002
H 2.68191 -0.23287 -3.91394 0.002
H 2.08330 0.65534 -5.37560 0.001
H 2.29834 1.53150 -3.81047 0.002
H -1.06597 -2.40411 -2.29489 0.013
H 0.73843 -2.18562 -2.19884 0.004
C 1.18461 1.92484 3.14493 0.025
Si 0.04419 1.76151 1.64403 0.014
C -1.71632 1.74515 2.29665 0.008
C 0.31192 3.32396 0.64532 0.006
C 0.53881 0.20484 0.63928 0.314
Si 0.68032 -1.40869 1.64655 -0.016
C -0.65319 -1.66028 2.95287 0.007
C 0.68835 -2.91299 0.53485 0.009
C 2.32586 -1.40850 2.57916 0.019
H 0.97227 2.88249 3.64883 0.001
H 2.24310 1.94321 2.84179 0.002
H 1.05526 1.13509 3.89914 0.000
H -1.85634 2.65053 2.91079 -0.001
H -2.46409 1.78294 1.49436 -0.001
H -1.93826 0.87710 2.93101 -0.001
H 1.32059 3.34472 0.20962 -0.001
H -0.41004 3.41402 -0.16966 0.000
H 0.20516 4.21599 1.28386 0.000
H 1.54915 0.40755 0.22185 -0.026
H -1.65583 -1.75437 2.51333 -0.002
H -0.44273 -2.60607 3.48093 0.001
H -0.68305 -0.86894 3.71500 0.000
H 1.49470 -2.84432 -0.20593 0.002
H 0.86036 -3.81584 1.13827 -0.004
H -0.25933 -3.04938 0.00108 0.005
H 3.16885 -1.30985 1.87990 0.000
H 2.41341 -0.60427 3.32262 -0.002
H 2.46163 -2.35932 3.11981 0.003



75
Properties=species:S:1:pos:R:3:lowdin_charge:R:1 method="wB97M-V/def2-TZVPD" homo_energy_ev=-10.563 mol_weight_g_mol=764.22 gap_ev=9.63 energy_ev=-117804.3806
C 3.49597 -2.93597 1.86290 -2.047
Cl 4.00393 -4.35205 2.89959 0.502
Cl 2.72239 -1.61067 2.72102 0.560
Cl 4.92071 -2.35892 1.07824 0.545
Cl 2.47853 -3.37604 0.53002 0.568
C -3.22499 3.00637 1.36410 0.042
N -4.10813 3.93212 2.23653 -0.405
O -4.78848 3.41290 3.11687 0.046
O -3.96850 5.13211 2.05870 0.051
H -2.69907 3.53006 0.56581 0.085
H -3.76801 2.19588 0.87799 0.088
H -2.42986 2.51092 1.92122 0.056
C 0.03943 -0.70823 -0.43454 0.021
N 0.18767 0.52042 0.35569 -0.363
O 1.32121 0.92987 0.60494 0.004
O -0.76937 1.28944 0.42225 0.051
H -0.14914 -0.35437 -1.44811 0.074
H -0.80869 -1.31916 -0.12542 0.073
H 0.98833 -1.19656 -0.65634 0.061
C 0.81101 1.82699 -4.05260 0.019
N -0.64877 1.89187 -4.06840 -0.434
O -1.21423 2.17245 -3.00666 0.052
O -1.16193 1.64869 -5.15682 0.060
H 1.10935 1.20518 -4.89667 0.095
H 1.14051 1.38132 -3.11402 0.077
H 1.11593 2.87309 -4.08083 0.112
C 0.61124 1.30937 4.32866 0.044
N -0.58029 1.96873 4.97466 -0.440
O -1.59331 1.86180 4.36335 0.052
O -0.50338 2.54943 6.03949 0.073
H 1.49633 1.93302 4.45428 0.083
H 0.33696 1.32181 3.27380 0.079
H 0.81388 0.37586 4.85360 0.098
C 3.83413 0.97704 -0.68434 0.012
N 5.15663 1.55359 -1.06066 -0.398
O 6.03676 0.78462 -1.49059 0.044
O 5.32489 2.75966 -0.83830 0.045
H 3.09753 1.78000 -0.71200 0.061
H 3.98003 0.58640 0.32274 0.078
H 3.50530 0.15586 -1.32124 0.094
C 2.38667 4.15918 0.58532 0.032
N 2.59608 3.48764 1.88115 -0.450
O 3.34124 2.54437 1.97961 0.064
O 1.81889 3.82177 2.69894 0.088
H 1.60403 3.65325 0.01997 0.095
H 3.27600 4.17024 -0.04482 0.080
H 2.10902 5.20558 0.71194 0.102
C -3.12488 -1.21630 -2.94334 0.028
N -3.94259 -1.41626 -1.74218 -0.435
O -4.21814 -0.37980 -1.12699 0.061
O -4.27720 -2.54193 -1.45735 0.065
H -2.67658 -2.11001 -3.37738 0.094
H -2.33523 -0.52896 -2.63984 0.078
H -3.68026 -0.71008 -3.73288 0.109
C -1.57696 -5.37915 -0.60430 0.059
N -0.97358 -4.04104 -0.52069 -0.421
O -0.52011 -3.48433 -1.48550 0.034
O -0.73665 -3.60512 0.60706 0.025
H -2.61755 -5.21939 -0.88671 0.103
H -1.52592 -5.81395 0.39391 0.107
H -1.08253 -5.96092 -1.38222 0.106
C 1.38744 -3.02093 -4.88791 0.059
N 1.54542 -2.27192 -3.63191 -0.421
O 1.05304 -1.12676 -3.57340 0.019
O 2.20123 -2.82759 -2.77078 0.056
H 2.39616 -3.35460 -5.13136 0.108
H 1.13399 -2.24086 -5.60579 0.102
H 0.66715 -3.77886 -4.57999 0.112
C -3.43653 -1.02017 3.96235 0.048
N -2.18311 -1.07326 3.09665 -0.385
O -2.35907 -0.61586 1.94113 0.031
O -1.20656 -1.48633 3.70753 0.053
H -4.23385 -0.58972 3.35646 0.094
H -3.20324 -0.37393 4.80852 0.090
H -3.71832 -2.01889 4.29589 0.094



48
Properties=species:S:1:pos:R:3:nbo_charge:R:1 method="wB97M-V/def2-TZVPD" charge=+3 homo_energy_ev="-18.278 / -18.368" mol_weight_g_mol=640.84 gap_ev="4.40 / 5.15" energy_ev=-67649.5566
C -0.03577 1.14688 -7.31100 -0.742
C -0.03076 1.76598 -5.93190 0.556
H -0.03350 1.94034 -8.07819 0.303
H -0.92734 0.52952 -7.45246 0.279
H 0.84975 0.52136 -7.45515 0.279
O -0.02284 2.94364 -5.68159 -0.403
I -0.03820 0.35984 -4.20371 0.149
Pb -0.03669 1.12164 -1.06494 1.113
P 2.49567 0.19897 0.20524 1.013
C 3.48864 1.38795 1.17008 -0.964
C 3.18970 -1.44189 0.68723 -0.939
H 4.26615 -1.46819 0.44826 0.291
H 4.31059 0.21264 -1.43542 0.295
H 2.65578 -2.22334 0.12952 0.281
H 2.74787 -0.31833 -2.17332 0.270
H 3.21971 1.29621 2.23156 0.255
H 3.04699 -1.62033 1.76277 0.243
C 3.22239 0.38964 -1.47698 -0.957
H 4.56546 1.20489 1.02436 0.291
H 3.03664 1.40888 -1.85157 0.254
H 3.23291 2.40346 0.83365 0.268
P -2.56256 0.28358 0.19938 1.037
C -3.59604 1.48927 1.10669 -0.954
C -3.29298 0.43787 -1.48606 -0.963
H -2.80284 -2.14066 0.10617 0.281
H -4.37464 -1.35609 0.51748 0.298
H -3.08897 -1.53986 1.75626 0.250
C -3.28442 -1.34471 0.69242 -0.937
H -2.82634 -0.28752 -2.16826 0.268
H -4.38227 0.27233 -1.43974 0.295
H -4.66654 1.29193 0.95015 0.297
H -3.34605 2.49779 0.75035 0.269
H -3.10283 1.44709 -1.88241 0.252
H -3.34918 1.42707 2.17317 0.260
Cl -0.05131 -1.54237 -1.05196 -0.601
C 1.51640 -0.80523 4.23679 -0.927
P 0.49519 -0.46722 2.72518 1.208
C -0.10706 -2.19595 2.50970 -0.944
C -0.98884 0.14765 3.60669 -0.953
H 2.38838 -1.42342 3.97676 0.263
H 0.90909 -1.32826 4.99207 0.290
H 1.85284 0.15285 4.65990 0.271
H -0.42395 -2.60056 3.48253 0.289
H -0.94586 -2.18962 1.80173 0.247
H 0.69206 -2.82926 2.09794 0.270
H -0.92997 -0.10378 4.67499 0.299
H -1.04338 1.24034 3.48906 0.263
H -1.89112 -0.29300 3.14660 0.241



Repeat the third record exactly.
46
Properties=species:S:1:pos:R:3:mulliken_spin:R:1 method="wB97M-V/def2-TZVPD" spin_multiplicity=5 s2=6.270 homo_energy_ev="-8.123 / -8.712" mol_weight_g_mol=453.03 gap_ev="6.74 / 7.34" energy_ev=-90722.9277
Co -0.64212 -0.12933 -0.89184 2.966
Cl -1.32768 1.79595 -1.90313 0.086
C -2.50359 -0.47822 -0.24099 0.412
H -2.55921 -1.03234 0.71143 -0.052
H -2.93392 -1.10805 -1.04109 0.018
H -3.10488 0.44682 -0.14439 0.000
Ce -0.18118 0.17493 -3.66089 0.556
C 2.02516 0.57438 -4.27652 -0.024
C -1.51746 -0.21033 -5.54896 -0.033
C -0.24652 -1.64433 -2.21010 -0.311
H -1.90178 -1.24059 -5.56121 0.000
H -2.35159 0.49696 -5.49788 -0.001
H -0.93059 -0.02121 -6.46090 0.002
H 2.68191 -0.23287 -3.91394 0.002
H 2.08330 0.65534 -5.37560 0.001
H 2.29834 1.53150 -3.81047 0.002
H -1.06597 -2.40411 -2.29489 0.013
H 0.73843 -2.18562 -2.19884 0.004
C 1.18461 1.92484 3.14493 0.025
Si 0.04419 1.76151 1.64403 0.014
C -1.71632 1.74515 2.29665 0.008
C 0.31192 3.32396 0.64532 0.006
C 0.53881 0.20484 0.63928 0.314
Si 0.68032 -1.40869 1.64655 -0.016
C -0.65319 -1.66028 2.95287 0.007
C 0.68835 -2.91299 0.53485 0.009
C 2.32586 -1.40850 2.57916 0.019
H 0.97227 2.88249 3.64883 0.001
H 2.24310 1.94321 2.84179 0.002
H 1.05526 1.13509 3.89914 0.000
H -1.85634 2.65053 2.91079 -0.001
H -2.46409 1.78294 1.49436 -0.001
H -1.93826 0.87710 2.93101 -0.001
H 1.32059 3.34472 0.20962 -0.001
H -0.41004 3.41402 -0.16966 0.000
H 0.20516 4.21599 1.28386 0.000
H 1.54915 0.40755 0.22185 -0.026
H -1.65583 -1.75437 2.51333 -0.002
H -0.44273 -2.60607 3.48093 0.001
H -0.68305 -0.86894 3.71500 0.000
H 1.49470 -2.84432 -0.20593 0.002
H 0.86036 -3.81584 1.13827 -0.004
H -0.25933 -3.04938 0.00108 0.005
H 3.16885 -1.30985 1.87990 0.000
H 2.41341 -0.60427 3.32262 -0.002
H 2.46163 -2.35932 3.11981 0.003



What did the second record say?
57
Properties=species:S:1:pos:R:3:nbo_charge:R:1 method="wB97M-V/def2-TZVPD" e_above_lowest_kcal_mol=0.0 homo_energy_ev=-8.786 mol_weight_g_mol=556.76 gap_ev=8.56 energy_ev=-103847.4747
Rb -0.22229 -0.85120 -0.38821 0.935
As -1.83950 -2.64499 2.95790 2.829
F -0.86453 -1.18847 2.92044 -0.648
F -3.23004 -1.57565 2.99407 -0.637
F -2.86218 -4.03177 3.01290 -0.608
F -0.36213 -3.63909 2.93820 -0.640
F -1.69794 -2.64805 4.69949 -0.623
F -1.75022 -2.66547 1.17944 -0.657
C 1.09804 -2.08476 -4.31177 -0.616
C 0.45581 -0.70259 -4.28083 -0.068
C -1.05895 -0.75016 -4.15473 -0.066
O -1.42973 -1.31904 -2.89409 -0.564
C -2.84570 -1.38887 -2.79153 -0.262
N 1.16599 0.05884 -3.23259 -0.868
H 0.66154 -2.70466 -5.10048 0.216
H 0.84045 -2.66171 -3.42206 0.222
H 2.16773 -2.00915 -4.49045 0.211
H 0.69233 -0.20242 -5.22797 0.177
H -1.44614 -1.39012 -4.95717 0.176
H -1.58740 0.19387 -4.31875 0.177
H -3.37233 -0.45441 -3.00631 0.172
H -3.22952 -1.72851 -1.82963 0.213
H -3.16126 -2.14483 -3.52080 0.170
H 1.08154 1.06555 -3.29593 0.364
H 2.15510 -0.13699 -3.18557 0.366
C 0.94376 4.44545 2.55433 -0.251
O 0.26549 3.34135 2.00323 -0.536
C 0.58861 2.12674 2.64765 -0.084
C 1.82289 1.43297 2.07000 -0.248
N 1.79881 1.31231 0.63570 -0.666
C 2.96626 0.71944 0.00857 -0.228
C 3.33049 -0.64925 0.64175 -0.073
O 2.30299 -1.59059 0.53778 -0.559
C 2.65749 -2.77773 1.23102 -0.258
H 2.02478 4.29573 2.45220 0.164
H 0.79030 4.56999 3.63617 0.165
H 0.55540 5.35979 2.11125 0.192
H -0.27054 1.45575 2.53641 0.207
H 0.62441 2.13419 3.74165 0.183
H 2.06424 0.52715 2.62171 0.212
H 2.63309 2.10680 2.41301 0.143
H 1.37989 2.07809 0.13587 0.390
H 3.80576 1.43128 0.02924 0.174
H 2.81630 0.61276 -1.07015 0.190
H 3.58074 -0.40746 1.68252 0.167
H 4.28210 -1.01393 0.23508 0.173
H 1.81978 -3.47050 1.16551 0.216
H 2.81054 -2.59339 2.29725 0.184
H 3.54480 -3.27901 0.83579 0.167
C -3.15461 1.65998 0.61962 0.788
O -2.13132 1.12543 0.19347 -0.724
N -3.77219 1.29226 1.78794 -0.837
N -3.69071 2.75740 0.02384 -0.839
H -3.29216 0.61973 2.36561 0.444
H -4.62324 1.75262 2.02568 0.384
H -3.27069 3.10898 -0.81522 0.406
H -4.56216 3.12033 0.35195 0.385